# 1
The following is a DFT calculation (ωB97M-V with the def2-TZVPD basis set) of 11 unconnected molecules or ions with the total composition C26H71BrNO15S12 at a distorted geometry.

Last column: Löwdin charge in e.
Positions of all 126 atoms, in Å:
C1 -1.52 -1.72 1.97  -0.1217
C2 -1.24 -0.99 0.65  -0.3223
C3 -0.76 0.45 0.69  -0.7191
Br1 0.82 0.53 1.83  0.7348
S1 -1.96 1.72 1.20  0.4201
O1 -2.77 1.88 0.01  -0.3425
O2 -1.17 2.86 1.58  -0.4187
N1 -2.77 1.26 2.47  -0.3044
S2 -4.21 0.59 2.54  0.5109
O3 -4.20 -0.53 3.46  -0.3365
O4 -5.20 1.61 2.81  -0.3489
C4 -4.68 -0.18 1.00  -0.1722
C5 -6.17 -0.56 1.12  -0.2996
C6 -6.62 -1.93 0.76  -0.1110
O5 -6.88 -0.79 -0.09  -0.0766
H1 -1.52 -1.06 2.82  0.0468
H2 -2.47 -2.24 1.92  0.0580
H3 -0.74 -2.46 2.14  0.0641
H4 -0.44 -1.54 0.16  0.0979
H5 -2.08 -1.04 -0.05  0.0660
H6 -0.46 0.74 -0.31  0.0709
H7 -4.11 -1.09 0.86  0.0828
H8 -4.59 0.49 0.15  0.0895
H9 -6.72 -0.09 1.92  0.1270
H10 -5.91 -2.61 0.31  0.1100
H11 -7.48 -2.29 1.31  0.1048
C7 -5.28 -1.89 -3.18  -0.2726
S3 -3.67 -1.18 -3.52  0.8179
O6 -2.90 -1.17 -2.24  -0.5459
C8 -4.28 0.50 -3.74  -0.2559
H12 -5.15 -2.94 -2.94  0.0402
H13 -5.72 -1.36 -2.33  0.0406
H14 -5.91 -1.80 -4.05  0.0518
H15 -4.81 0.82 -2.84  0.0558
H16 -4.94 0.53 -4.61  0.0482
H17 -3.42 1.14 -3.91  0.0508
C9 1.52 5.39 -0.98  -0.2648
S4 0.02 4.39 -0.88  0.8364
O7 0.20 3.29 -1.88  -0.5502
C10 -1.04 5.61 -1.65  -0.2710
H18 2.34 4.78 -0.59  0.0453
H19 1.72 5.66 -2.02  0.0406
H20 1.40 6.28 -0.37  0.0493
H21 -0.67 5.87 -2.64  0.0377
H22 -1.10 6.50 -1.02  0.0481
H23 -2.03 5.16 -1.74  0.0569
C11 4.21 -3.05 4.10  -0.2750
S5 3.46 -1.79 3.07  0.7548
O8 2.95 -2.49 1.87  -0.5673
C12 5.00 -1.00 2.59  -0.2652
H24 3.41 -3.69 4.46  0.0479
H25 4.92 -3.63 3.49  0.0146
H26 4.73 -2.59 4.94  0.0538
H27 5.65 -1.74 2.11  0.0482
H28 5.49 -0.59 3.48  0.0511
H29 4.76 -0.20 1.90  0.0458
C13 -8.39 -4.08 -1.13  -0.2715
S6 -8.50 -4.72 -2.81  0.8081
O9 -7.30 -4.22 -3.53  -0.5469
C14 -9.87 -3.68 -3.32  -0.2732
H30 -7.54 -4.57 -0.65  0.0529
H31 -8.22 -3.00 -1.16  0.0479
H32 -9.31 -4.32 -0.60  0.0560
H33 -9.59 -2.63 -3.19  0.0596
H34 -10.75 -3.92 -2.72  0.0500
H35 -10.07 -3.88 -4.37  0.0462
C15 2.45 2.83 -3.92  -0.2777
S7 2.92 4.26 -4.87  0.7888
O10 2.64 3.98 -6.30  -0.5634
C16 4.70 4.06 -4.66  -0.2789
H36 1.37 2.75 -3.94  0.0392
H37 2.91 1.94 -4.36  0.0583
H38 2.76 2.96 -2.88  0.0480
H39 5.00 3.08 -5.05  0.0528
H40 4.95 4.14 -3.60  0.0493
H41 5.20 4.85 -5.22  0.0421
C17 0.40 -2.87 -3.69  -0.2584
S8 -0.24 -2.30 -5.27  0.7909
O11 -1.59 -2.88 -5.40  -0.5723
C18 0.86 -3.29 -6.30  -0.2802
H42 -0.20 -2.39 -2.91  0.0426
H43 0.30 -3.95 -3.62  0.0589
H44 1.45 -2.57 -3.59  0.0542
H45 0.73 -4.35 -6.06  0.0528
H46 1.89 -2.98 -6.13  0.0480
H47 0.58 -3.11 -7.34  0.0434
C19 8.33 -6.46 3.68  -0.2854
S9 7.90 -5.26 2.42  0.8189
O12 6.98 -4.28 3.07  -0.5631
C20 6.86 -6.35 1.44  -0.2687
H48 8.95 -5.96 4.42  0.0227
H49 7.43 -6.84 4.15  0.0647
H50 8.91 -7.27 3.23  0.0549
H51 6.05 -6.73 2.07  0.0595
H52 7.46 -7.17 1.05  0.0504
H53 6.44 -5.77 0.62  0.0511
C21 -4.04 4.23 4.18  -0.2718
S10 -2.55 5.14 3.80  0.8144
O13 -1.91 5.49 5.10  -0.5723
C22 -3.36 6.65 3.24  -0.2805
H54 -3.74 3.27 4.58  0.0472
H55 -4.63 4.79 4.91  0.0541
H56 -4.61 4.06 3.27  0.0458
H57 -3.98 7.05 4.04  0.0476
H58 -3.97 6.42 2.36  0.0482
H59 -2.58 7.36 2.97  0.0380
C23 -3.58 9.51 -3.91  -0.2724
S11 -1.80 9.31 -4.04  0.8177
O14 -1.44 8.13 -3.20  -0.5469
C24 -1.37 10.77 -3.08  -0.2747
H60 -4.04 8.66 -4.41  0.0502
H61 -3.87 9.52 -2.86  0.0586
H62 -3.88 10.43 -4.41  0.0503
H63 -1.82 10.69 -2.09  0.0577
H64 -1.73 11.66 -3.60  0.0499
H65 -0.29 10.80 -3.00  0.0479
C25 11.63 -8.32 7.86  -0.2729
S12 10.97 -6.89 7.00  0.8177
O15 10.34 -7.40 5.75  -0.5551
C26 12.56 -6.20 6.53  -0.2712
H66 10.78 -8.92 8.20  0.0497
H67 12.25 -8.91 7.18  0.0575
H68 12.21 -7.99 8.72  0.0526
H69 13.11 -6.94 5.94  0.0580
H70 13.12 -5.93 7.42  0.0529
H71 12.37 -5.32 5.93  0.0507

Properties
calculated total energy: -260373.49074 eV
charge: -1

# 2
The following is a DFT calculation (ωB97M-V with the def2-TZVPD basis set) of 8 unconnected molecules or ions with the total composition C26H72F6N6O12S2 at a distorted geometry.

Last column: Löwdin charge in e.
Positions of all 124 atoms, in Å:
C1 -0.76 -4.11 1.25  -0.0047
C2 -2.06 -3.81 2.03  -0.3139
C3 -2.99 -5.01 2.30  -0.1435
O1 -4.18 -4.55 3.02  -0.2225
C4 -5.19 -5.58 3.23  -0.0563
N1 -1.74 -3.17 3.32  0.2327
H1 -1.25 -2.29 3.25  0.1226
H2 -2.59 -3.04 3.86  0.1649
H3 -1.28 -3.93 3.81  0.1699
H4 -0.27 -3.24 0.82  0.0649
H5 -0.96 -4.77 0.41  0.0926
H6 -0.05 -4.60 1.92  0.0911
H7 -2.70 -3.02 1.64  0.1493
H8 -2.49 -5.81 2.84  0.1385
H9 -3.37 -5.43 1.37  0.1362
H10 -6.02 -5.16 3.79  0.1011
H11 -4.84 -6.49 3.71  0.0974
H12 -5.62 -5.87 2.27  0.0893
C5 -4.58 1.87 1.62  -0.0105
C6 -4.63 0.73 0.60  -0.3202
C7 -5.52 -0.39 1.12  -0.1310
O2 -5.43 -1.45 0.10  -0.2027
C8 -6.03 -2.71 0.38  -0.0827
N2 -5.18 1.25 -0.71  0.2494
H13 -6.07 1.70 -0.53  0.1751
H14 -4.62 1.93 -1.20  0.0867
H15 -5.26 0.48 -1.37  0.1572
H16 -4.13 2.82 1.32  0.1021
H17 -4.03 1.46 2.46  0.0809
H18 -5.60 2.12 1.91  0.0996
H19 -3.65 0.36 0.33  0.1290
H20 -6.53 -0.03 1.26  0.1418
H21 -5.10 -0.67 2.09  0.1339
H22 -7.02 -2.75 0.83  0.1037
H23 -5.28 -3.30 0.91  0.0629
H24 -6.20 -3.23 -0.56  0.0911
C9 3.44 4.20 -6.16  -0.0252
C10 3.68 3.31 -4.96  -0.2750
C11 2.34 2.95 -4.22  -0.1102
O3 2.50 1.81 -3.35  -0.1962
C12 1.41 1.05 -3.03  -0.1308
N3 4.19 2.01 -5.51  0.2143
H25 3.59 1.42 -6.06  0.1728
H26 5.05 2.09 -6.05  0.1766
H27 4.49 1.42 -4.75  0.1507
H28 2.84 5.07 -5.92  0.1166
H29 2.82 3.68 -6.89  0.0960
H30 4.31 4.40 -6.78  0.1044
H31 4.44 3.69 -4.28  0.1642
H32 1.55 2.75 -4.94  0.1439
H33 2.05 3.78 -3.57  0.1475
H34 0.57 1.47 -2.48  0.0856
H35 1.74 0.36 -2.24  0.0687
H36 1.04 0.39 -3.81  0.0788
C13 0.36 -4.92 -5.98  -0.0426
C14 0.19 -3.43 -5.69  -0.2136
C15 -0.54 -3.21 -4.31  -0.1638
O4 -0.56 -1.82 -4.07  -0.2181
C16 -1.32 -1.43 -2.94  -0.0718
N4 1.71 -2.98 -5.62  0.2252
H37 2.31 -3.44 -4.96  0.1659
H38 2.12 -3.17 -6.52  0.1580
H39 1.72 -1.97 -5.54  0.1442
H40 0.81 -5.47 -5.15  0.0940
H41 1.04 -5.15 -6.80  0.0982
H42 -0.62 -5.40 -6.05  0.1096
H43 -0.24 -2.89 -6.53  0.1639
H44 0.05 -3.65 -3.51  0.1292
H45 -1.52 -3.69 -4.29  0.1455
H46 -1.26 -0.35 -2.84  0.0951
H47 -0.82 -1.83 -2.05  0.0739
H48 -2.31 -1.87 -3.08  0.1056
C17 2.30 3.40 3.27  -0.0236
C18 2.29 2.94 4.75  -0.2228
C19 1.31 3.66 5.74  -0.1214
O5 1.55 3.07 7.07  -0.2246
C20 0.73 3.71 8.05  -0.0715
N5 2.14 1.39 4.89  0.2346
H49 1.77 1.12 5.79  0.1528
H50 1.51 0.92 4.24  0.0546
H51 3.04 0.93 4.86  0.1482
H52 2.41 4.46 3.01  0.1010
H53 1.38 3.16 2.74  0.0581
H54 3.05 2.91 2.65  0.0546
H55 3.30 3.00 5.15  0.1393
H56 0.32 3.35 5.40  0.1203
H57 1.37 4.75 5.76  0.1451
H58 1.32 4.57 8.36  0.1019
H59 0.70 3.03 8.90  0.0983
H60 -0.25 3.88 7.61  0.0973
C21 4.61 0.57 -1.00  -0.0163
C22 4.65 0.45 0.54  -0.2708
C23 3.94 -0.84 1.05  -0.1763
O6 3.89 -0.71 2.46  -0.1941
C24 3.45 -1.92 3.03  -0.0953
N6 6.08 0.59 1.08  0.2651
H61 6.36 1.52 0.81  0.1733
H62 6.12 0.42 2.07  0.1681
H63 6.67 -0.07 0.59  0.1712
H64 3.60 0.20 -1.17  0.0617
H65 5.25 -0.08 -1.60  0.0961
H66 4.73 1.64 -1.21  0.0939
H67 4.07 1.23 1.05  0.1413
H68 4.62 -1.63 0.74  0.1373
H69 2.92 -1.00 0.68  0.1355
H70 3.37 -1.97 4.11  0.1028
H71 4.20 -2.69 2.84  0.0991
H72 2.50 -2.24 2.60  0.0836
C25 -1.19 4.76 -1.58  -0.5880
F1 -0.69 5.66 -2.42  0.1201
F2 -0.53 3.58 -1.72  0.0629
F3 -1.05 5.30 -0.32  0.0896
S1 -3.07 4.60 -2.04  0.5112
O7 -3.81 5.35 -1.03  -0.3293
O8 -3.21 5.14 -3.41  -0.3159
O9 -3.43 3.21 -1.84  -0.3985
C26 -0.46 0.69 0.69  -0.5451
F4 -0.45 -0.59 0.17  0.0591
F5 0.71 1.27 0.34  0.0978
F6 -1.45 1.38 0.06  0.1119
S2 -0.61 0.65 2.63  0.5308
O10 -0.78 2.04 3.11  -0.2926
O11 -1.80 -0.17 2.85  -0.3324
O12 0.59 -0.01 3.14  -0.3576

Properties
calculated total energy: -99576.01112 eV
charge: +4

# 3
The following is a DFT calculation (ωB97M-V with the def2-TZVPD basis set) of 10 unconnected molecules or ions with the total composition C26H72N4O10 at a distorted geometry.

Last column: Löwdin charge in e.
Positions of all 112 atoms, in Å:
N1 0.26 -0.37 1.18  0.2149
C1 -0.19 -0.65 -0.05  -0.6418
N2 -0.53 0.43 -0.88  0.1782
O1 -0.37 -1.80 -0.38  0.0127
H1 0.68 -1.13 1.72  0.1132
H2 0.47 0.52 1.59  0.0761
H3 0.25 1.05 -1.10  0.0774
H4 -0.71 0.00 -1.78  0.0446
N3 -3.29 2.98 2.00  0.1341
C2 -2.37 2.82 0.91  -0.5465
N4 -2.87 2.52 -0.36  0.1626
O2 -1.17 2.91 1.17  -0.0081
H5 -4.26 3.28 1.93  0.0955
H6 -2.83 3.27 2.87  0.1006
H7 -3.86 2.39 -0.50  0.0802
H8 -2.28 2.08 -1.11  0.1008
C3 -3.29 -0.85 -2.91  -0.0358
C4 -4.64 -0.70 -2.19  -0.4658
C5 -4.49 -0.76 -0.74  -0.0664
O3 -5.09 0.61 -2.64  -0.0811
H9 -3.33 -0.95 -4.01  0.0919
H10 -2.82 -1.73 -2.47  0.0721
H11 -2.65 0.00 -2.70  0.0559
H12 -5.44 -1.35 -2.52  0.1356
H13 -4.20 -1.71 -0.30  0.0948
H14 -5.49 -0.58 -0.43  0.0740
H15 -3.85 0.03 -0.39  0.0611
H16 -6.04 0.74 -2.73  0.0832
C6 -0.85 2.11 -5.28  -0.0606
C7 0.02 0.86 -5.24  -0.4755
C8 1.27 0.98 -6.07  -0.0530
O4 0.37 0.63 -3.86  -0.1045
H17 -1.65 2.10 -4.57  0.0674
H18 -1.24 2.27 -6.30  0.0845
H19 -0.37 3.06 -5.05  0.0588
H20 -0.63 0.08 -5.61  0.1348
H21 1.86 1.83 -5.69  0.0893
H22 1.04 1.18 -7.13  0.0898
H23 1.78 0.02 -5.97  0.0686
H24 0.30 -0.31 -3.60  0.0200
C9 2.31 -2.07 -2.64  -0.0711
C10 1.27 -2.55 -3.55  -0.4522
C11 1.09 -4.12 -3.45  -0.0379
O5 -0.06 -1.96 -3.34  -0.0940
H25 2.22 -0.98 -2.65  0.0804
H26 3.32 -2.40 -2.93  0.1023
H27 2.01 -2.32 -1.63  0.0751
H28 1.65 -2.27 -4.53  0.1310
H29 0.90 -4.41 -2.42  0.0662
H30 2.10 -4.57 -3.74  0.0946
H31 0.44 -4.52 -4.26  0.0851
H32 -0.43 -2.24 -2.48  0.0656
C12 0.65 2.29 4.22  -0.0493
C13 1.71 3.07 3.41  -0.4718
C14 2.89 3.51 4.27  -0.0547
O6 2.19 2.26 2.32  -0.1015
H33 1.17 1.40 4.68  0.1051
H34 -0.08 1.81 3.59  0.0207
H35 0.24 2.95 4.97  0.0802
H36 1.30 4.01 3.02  0.1325
H37 2.64 3.93 5.22  0.0644
H38 3.48 4.22 3.69  0.0794
H39 3.46 2.60 4.48  0.0839
H40 1.77 2.67 1.50  0.0666
C15 2.89 3.53 -1.64  -0.0534
C16 1.51 3.78 -1.20  -0.4445
C17 0.50 3.70 -2.33  -0.0600
O7 1.10 2.83 -0.15  -0.1382
H41 3.52 3.41 -0.75  0.0834
H42 3.24 4.35 -2.29  0.0956
H43 3.02 2.57 -2.16  0.0869
H44 1.32 4.81 -0.81  0.1460
H45 0.70 4.36 -3.16  0.0808
H46 -0.50 3.91 -1.99  0.0718
H47 0.49 2.71 -2.78  0.0470
H48 0.12 2.94 0.05  0.0468
C18 -1.07 -4.28 2.40  -0.0927
C19 -0.08 -5.17 1.78  -0.4567
C20 1.15 -4.40 1.32  -0.0614
O8 0.40 -6.24 2.72  -0.0685
H49 -0.63 -3.77 3.26  0.0831
H50 -1.76 -4.97 2.89  0.0926
H51 -1.56 -3.50 1.82  0.0701
H52 -0.58 -5.74 0.96  0.1486
H53 1.72 -4.08 2.17  0.0759
H54 0.88 -3.58 0.64  0.0522
H55 1.69 -5.10 0.67  0.0784
H56 0.73 -5.84 3.51  0.0585
C21 4.06 0.06 0.55  -0.0566
C22 4.01 -1.03 1.55  -0.5151
C23 5.32 -1.38 2.20  -0.0653
O9 3.10 -0.68 2.65  -0.0906
H57 4.28 0.99 1.08  0.0813
H58 2.99 0.12 0.28  0.0821
H59 4.74 -0.15 -0.26  0.0853
H60 3.55 -1.95 1.15  0.1294
H61 5.14 -2.14 2.93  0.0677
H62 5.64 -0.43 2.64  0.0883
H63 6.09 -1.80 1.48  0.0994
H64 2.89 0.27 2.53  0.0425
C24 -2.32 0.37 4.72  -0.0641
C25 -3.43 -0.33 4.01  -0.5159
C26 -2.93 -1.60 3.39  -0.0746
O10 -4.51 -0.79 4.82  -0.0461
H65 -1.84 -0.32 5.44  0.0981
H66 -2.69 1.23 5.29  0.0836
H67 -1.52 0.61 4.02  0.0467
H68 -3.75 0.36 3.20  0.1278
H69 -2.67 -2.32 4.16  0.0821
H70 -1.99 -1.40 2.90  0.0540
H71 -3.63 -2.08 2.71  0.0863
H72 -5.04 0.00 5.07  0.0969

Properties
SMILES string: NC(N)=O.NC(N)=O.CC(C)O.CC(C)O.CC(C)O.CC(C)O.CC(C)O.CC(C)O.CC(C)O.CC(C)O
calculated total energy: -54566.32224 eV

# 4
The following is a DFT calculation (ωB97M-V with the def2-TZVPD basis set) of 8 unconnected molecules or ions with the total composition C26H72N6O8 at a distorted geometry.

Last column: Löwdin charge in e.
Positions of all 112 atoms, in Å:
C1 2.75 3.33 -0.26  -0.0950
O1 3.66 2.24 -0.24  -0.1921
C2 4.54 2.24 0.83  -0.2396
C3 5.60 1.14 0.70  -0.4244
C4 6.39 1.34 -0.57  -0.0866
N1 5.11 -0.25 0.64  0.0491
H1 1.97 3.11 -0.95  0.0496
H2 3.20 4.30 -0.53  0.0995
H3 2.38 3.56 0.74  0.0861
H4 5.06 3.16 0.95  0.1166
H5 4.03 2.06 1.76  0.1094
H6 6.35 1.21 1.54  0.1516
H7 7.05 0.47 -0.80  0.0960
H8 7.01 2.19 -0.53  0.0568
H9 5.73 1.52 -1.43  0.0861
H10 4.32 -0.30 1.26  0.0489
H11 4.73 -0.36 -0.29  0.0625
C5 -3.52 -1.55 -2.11  -0.1116
O2 -2.39 -1.33 -2.93  -0.1933
C6 -1.19 -1.63 -2.22  -0.2329
C7 -0.01 -1.03 -3.02  -0.3805
C8 0.07 -1.75 -4.40  -0.0439
N2 1.24 -1.30 -2.18  0.0341
H12 -4.36 -1.67 -2.71  0.0614
H13 -3.67 -0.69 -1.49  0.0818
H14 -3.47 -2.53 -1.61  0.0926
H15 -1.21 -1.16 -1.15  0.1263
H16 -1.05 -2.78 -2.08  0.1550
H17 -0.15 0.08 -3.08  0.1338
H18 0.80 -1.32 -5.14  0.0938
H19 -0.89 -1.69 -4.87  0.0610
H20 0.38 -2.75 -4.15  0.0561
H21 1.37 -0.69 -1.36  0.0565
H22 2.07 -1.19 -2.76  0.0744
C9 3.24 -4.29 -4.52  -0.1022
O3 3.62 -3.67 -3.32  -0.1836
C10 2.97 -4.08 -2.18  -0.2519
C11 3.93 -3.91 -1.03  -0.4366
C12 5.22 -4.62 -1.17  -0.0572
N3 3.20 -4.34 0.22  0.0453
H23 2.21 -4.17 -4.74  0.0613
H24 3.45 -5.34 -4.50  0.0740
H25 3.93 -3.87 -5.31  0.1106
H26 2.11 -3.45 -1.96  0.0867
H27 2.58 -5.07 -2.27  0.1203
H28 4.11 -2.85 -0.89  0.1180
H29 5.77 -4.77 -0.21  0.0953
H30 5.83 -4.20 -1.93  0.0630
H31 4.92 -5.59 -1.61  0.0954
H32 3.84 -4.17 0.98  0.0530
H33 2.40 -3.80 0.45  0.0403
C13 -1.85 -2.63 2.17  -0.0652
O4 -2.67 -1.55 1.67  -0.2311
C14 -3.76 -1.34 2.52  -0.2282
C15 -4.99 -2.26 2.37  -0.4192
C16 -5.84 -1.96 1.10  -0.0357
N4 -5.80 -2.18 3.60  0.0186
H34 -1.00 -2.66 1.50  0.0826
H35 -2.49 -3.56 2.04  0.1026
H36 -1.64 -2.49 3.26  0.0941
H37 -3.38 -1.39 3.58  0.1313
H38 -4.08 -0.35 2.41  0.1071
H39 -4.69 -3.30 2.34  0.1224
H40 -5.34 -2.19 0.17  0.0528
H41 -6.03 -0.90 1.16  0.0711
H42 -6.73 -2.55 1.11  0.0689
H43 -6.11 -1.18 3.80  0.1082
H44 -5.33 -2.64 4.37  0.0597
N5 -0.58 5.41 -3.45  0.1504
C17 -0.60 4.09 -3.15  -0.6589
N6 -1.88 3.51 -3.41  0.1526
O5 0.35 3.48 -2.68  0.0094
H45 -1.28 5.78 -4.03  0.0882
H46 0.29 5.70 -2.96  0.1378
H47 -2.63 4.16 -3.25  0.0359
H48 -1.96 2.54 -3.16  0.0910
C18 1.28 0.51 1.44  -0.0547
C19 0.06 1.33 1.63  -0.4632
C20 -0.71 1.91 0.39  -0.0093
O6 -0.91 0.62 2.41  -0.0938
H49 2.05 0.95 0.82  0.0548
H50 1.09 -0.53 1.05  0.0971
H51 1.81 0.35 2.38  0.0575
H52 0.37 2.16 2.27  0.1338
H53 -1.64 2.32 0.78  0.0715
H54 -0.86 1.08 -0.33  0.0761
H55 -0.07 2.76 0.07  0.0671
H56 -1.18 -0.17 1.84  0.0864
C21 -3.74 4.83 -0.39  -0.0585
C22 -4.85 4.32 -1.32  -0.4436
C23 -6.26 4.74 -0.81  -0.0656
O7 -4.68 4.78 -2.70  -0.0909
H57 -3.86 4.50 0.63  0.0710
H58 -3.61 5.93 -0.36  0.0885
H59 -2.80 4.48 -0.81  0.0546
H60 -4.89 3.18 -1.41  0.1563
H61 -6.39 4.44 0.21  0.0669
H62 -7.01 4.21 -1.39  0.0721
H63 -6.47 5.81 -0.91  0.0827
H64 -4.73 5.74 -2.79  0.0928
C24 1.14 -1.61 5.26  -0.0602
C25 0.56 -0.26 5.64  -0.4741
C26 1.45 0.88 5.15  -0.0557
O8 -0.77 0.01 5.17  -0.0669
H65 0.43 -2.34 5.61  0.0721
H66 2.07 -1.85 5.71  0.0703
H67 1.15 -1.72 4.20  0.0625
H68 0.61 -0.27 6.77  0.1444
H69 2.50 0.65 5.37  0.0858
H70 1.11 1.86 5.50  0.0830
H71 1.32 0.99 4.08  0.0307
H72 -0.79 0.08 4.20  0.0413

Properties
SMILES string: COC[C@H](C)N.COC[C@H](C)N.COC[C@H](C)N.COC[C@H](C)N.NC(N)=O.CC(C)O.CC(C)O.CC(C)O
calculated total energy: -53447.12514 eV